# C19H20IIrN4O2

A molecular structure, C19H20IIrN4O2 (ωB97M-V with the def2-TZVPD basis set, the OMol25 dataset).

```
47
Properties=species:S:1:pos:R:3:forces:R:3
Ir 0.01232 -0.45163 -0.15591 0.283 -0.830 -0.899
C 3.89937 -3.18291 -1.37224 -0.069 0.029 0.066
O 2.67489 -3.58845 -0.68059 0.001 -0.062 0.017
C 1.73049 -2.71087 -0.57296 0.148 0.083 -0.392
O 1.76714 -1.55177 -1.00418 -0.050 -0.310 0.298
N 0.63531 -3.22044 0.06706 -0.018 0.024 0.131
N -0.50900 -2.39910 0.22014 0.481 0.225 0.412
H 4.53944 -4.05428 -1.31938 0.011 0.005 -0.019
H 4.33654 -2.33687 -0.85069 0.026 -0.001 -0.014
H 3.65843 -2.92605 -2.39919 0.020 -0.010 -0.011
H 0.58921 -4.19092 0.34615 -0.015 0.001 -0.022
H -0.83344 -2.47069 1.18585 -0.046 0.035 0.037
H -1.26625 -2.76689 -0.35982 0.014 0.236 -0.116
N -1.03620 -0.57413 -1.97521 0.157 0.072 0.187
C -1.09594 0.80975 -2.43744 0.107 0.067 -0.078
C -0.56336 1.13441 -3.67443 0.037 0.030 -0.040
C -0.59189 2.45193 -4.10200 0.019 -0.067 -0.031
C -1.15309 3.42441 -3.28761 -0.048 -0.011 0.113
C -1.67676 3.08379 -2.04788 0.038 0.033 -0.117
C -1.66709 1.76587 -1.59675 0.048 0.066 0.178
C -2.21888 1.40676 -0.25879 0.250 -0.221 0.146
C -3.34590 2.05982 0.23058 -0.094 0.016 0.041
C -3.84288 1.78159 1.49443 -0.018 0.010 0.009
C -3.20937 0.84798 2.30059 -0.160 0.113 -0.003
C -2.08968 0.18938 1.82597 0.311 -0.107 -0.307
C -1.57034 0.44935 0.55082 -1.318 0.387 0.644
H -0.55050 -1.12659 -2.67923 0.002 -0.023 0.001
H -1.97907 -0.95519 -1.88684 -0.041 0.109 0.057
H -0.14113 0.36361 -4.30966 0.002 0.002 0.006
H -0.18011 2.71397 -5.06646 -0.005 -0.001 -0.001
H -1.17754 4.45441 -3.61565 0.000 0.004 0.010
H -2.08811 3.85390 -1.40949 -0.008 0.008 -0.003
H -3.85509 2.78443 -0.39177 0.004 0.005 -0.017
H -4.72844 2.28928 1.85155 0.011 0.024 -0.024
H -3.59338 0.64092 3.29050 0.030 -0.036 -0.001
H -1.59318 -0.53066 2.47035 -0.036 0.012 0.053
I 1.93608 -1.77771 5.44520 -0.002 0.011 -0.011
C 1.96511 -0.55207 3.77473 0.028 0.024 0.030
C 2.76991 0.57864 3.70596 -0.019 -0.008 -0.010
C 2.73132 1.35262 2.55782 0.013 0.043 -0.022
C 1.90772 0.97579 1.51774 -0.075 -0.036 -0.025
N 1.12955 -0.11797 1.57598 0.064 0.133 -0.085
C 1.15965 -0.85732 2.69300 -0.115 -0.108 -0.089
H 3.40965 0.85130 4.53448 0.003 0.005 -0.003
H 3.33420 2.24440 2.46291 0.002 -0.001 0.011
H 1.85404 1.55973 0.60570 0.044 0.031 -0.020
H 0.51625 -1.72551 2.74663 -0.018 -0.011 -0.085
```
Positions in Å, forces in eV/Å.

Calculated values
HOMO (eV): -14.0383
LUMO energy (eV): -7.619
E (eV): -41007.87647
Total charge: +2
Orbital gap (eV): 6.4

# C19H20MoNSe2

A molecular structure, C19H20MoNSe2 (ωB97M-V with the def2-TZVPD basis set, the OMol25 dataset).

```
43
Properties=species:S:1:pos:R:3:forces:R:3
Mo -0.40803 0.78277 0.54652 0.304 0.217 0.269
C 3.26117 0.49010 1.55326 0.135 -0.032 -0.041
Se 1.66053 1.47302 2.06924 -0.386 -0.045 -0.087
C 2.08130 3.26503 1.37419 0.046 0.010 -0.126
C 1.76495 3.47970 -0.09599 0.047 0.015 0.113
Se -0.14899 3.14575 -0.39184 -0.019 -0.123 0.056
C -0.32977 3.17706 -2.33252 0.031 0.017 -0.113
H 4.00229 0.73309 2.31166 0.010 0.010 -0.012
H 3.59979 0.78597 0.56469 -0.026 0.009 0.000
H 3.03005 -0.57085 1.58851 -0.031 -0.005 0.017
H 3.14890 3.39268 1.55804 0.001 0.041 -0.002
H 1.54673 3.95866 2.02206 -0.019 -0.002 -0.006
H 2.33637 2.84198 -0.76755 0.005 -0.021 0.014
H 1.92784 4.52320 -0.36995 0.016 -0.003 -0.012
H 0.48753 2.62392 -2.78541 -0.001 -0.011 0.007
H -0.31370 4.22523 -2.62259 0.012 0.005 0.013
H -1.29384 2.73620 -2.57267 -0.012 0.005 0.020
C -4.50044 1.34305 1.33134 -0.006 0.114 0.114
C -4.77613 0.37202 0.36820 -0.052 -0.087 -0.098
C -3.78945 -0.47753 -0.10876 0.014 -0.069 0.074
C -2.47812 -0.33964 0.35208 0.153 -0.451 -0.157
C -2.21463 0.71089 1.27518 0.137 0.164 -0.099
C -3.21018 1.53170 1.79760 0.098 -0.019 0.024
C -1.46012 -1.45299 0.05839 -0.686 0.238 0.204
C -1.83890 -2.78141 0.15337 0.220 0.011 -0.167
C -0.87487 -3.73666 -0.11496 -0.016 -0.015 0.021
C 0.43129 -3.37043 -0.48403 0.046 -0.079 -0.028
C 1.41870 -4.33015 -0.81633 -0.022 0.001 0.009
C 2.66225 -3.92686 -1.21543 -0.003 0.003 -0.003
C 2.96521 -2.55333 -1.30788 0.019 0.017 -0.004
C 2.03803 -1.59322 -0.97722 0.016 -0.037 0.037
C 0.77094 -1.99599 -0.54826 -0.059 0.163 -0.022
N -0.20033 -1.06916 -0.22156 0.021 -0.050 0.006
H -5.29591 1.97837 1.69959 -0.006 -0.008 -0.004
H -5.78805 0.26117 -0.00022 -0.003 0.005 0.008
H -4.04385 -1.28109 -0.78879 0.005 0.001 -0.001
H -2.98133 2.31405 2.50960 0.004 0.009 -0.009
H -2.84725 -3.04486 0.43599 -0.002 -0.017 -0.017
H -1.12650 -4.78927 -0.04844 0.000 0.002 -0.002
H 1.16621 -5.38152 -0.76233 0.002 0.000 -0.001
H 3.41303 -4.65841 -1.48065 0.005 0.007 -0.002
H 3.94273 -2.25213 -1.66234 0.000 -0.011 0.002
H 2.26455 -0.54015 -1.09380 0.001 0.018 0.001
```
Positions in Å, forces in eV/Å.

Calculated values
<S²>: 2.039
HOMO (alpha / beta) (eV): -18.0922 / -18.2504
Multiplicity: 3
LUMO energy (alpha / beta) (eV): -11.801 / -11.786
E (eV): -154036.19249
ΔE to the lowest compared entry with this formula, charge and spin (kcal/mol): 2.4
Total charge: +3
Orbital gap (alpha / beta) (eV): 6.3 / 6.5

# C19H20N2

2 unconnected molecules or ions with the total composition C19H20N2 (ωB97M-V with the def2-TZVPD basis set, the OMol25 dataset).

```
41
Properties=species:S:1:pos:R:3:forces:R:3
C -1.53200 -3.21188 0.74977 -1.293 -1.602 0.126
C -2.03303 -0.79719 -0.02428 0.260 0.765 -1.929
C -1.65383 -2.13952 -0.29192 1.148 -1.197 1.326
C -1.73257 -0.09054 -1.23335 -1.189 1.031 -0.820
C -1.28241 -2.26429 -1.59214 -0.846 1.033 -0.367
C -2.76951 -0.14322 0.94966 0.055 0.329 1.515
C -2.99108 1.20998 0.85869 0.076 0.401 -0.786
C -2.61305 1.88853 -0.30291 0.487 0.701 -0.554
C -1.96391 1.30682 -1.37988 -0.857 -1.409 1.221
N -1.48126 -1.02669 -2.21532 1.169 -0.429 0.527
H -3.18154 -0.62873 1.82836 0.341 -0.378 -0.055
H -3.46343 1.82341 1.61513 -0.216 -0.482 0.195
H -2.87431 2.93526 -0.40745 0.078 0.085 0.186
H -1.62263 -3.00076 1.81882 -0.029 1.003 -0.286
H -0.65558 -3.86538 0.73002 0.131 0.328 -0.610
H -0.99984 -3.10219 -2.20660 0.122 -0.171 0.275
H -1.25625 -0.87919 -3.18690 0.073 0.354 0.337
H -1.83177 1.89285 -2.26735 0.307 -0.128 -0.446
H -2.39990 -3.87512 0.57690 0.320 -0.172 0.180
C 2.07337 2.80052 -0.73861 1.650 2.449 -0.607
C 2.75852 2.46139 -2.08784 -0.014 0.150 0.462
C 1.51283 1.83357 0.20431 -1.620 -1.347 2.119
C 1.00512 2.18896 1.44153 1.201 -0.181 -2.707
C 1.52755 0.35609 0.23085 1.826 1.470 -1.129
C 1.20482 -0.05469 1.53645 0.057 0.899 -0.846
C 2.16593 -0.50687 -0.64677 -0.860 -2.418 0.479
C 1.71878 -1.22385 2.06117 -0.711 0.023 -0.685
C 2.30544 -1.85590 -0.20351 0.653 1.431 -0.980
C 2.30256 -2.11194 1.14315 -0.885 -0.564 1.678
N 0.68664 1.06662 2.19017 0.631 -0.614 1.423
H 2.81619 3.41390 -0.17248 0.085 -0.878 -0.030
H 1.45580 3.68231 -0.95831 -0.880 -0.640 -0.070
H 3.22746 1.48431 -2.16502 -0.415 -0.144 0.031
H 1.00843 3.23280 1.70665 -0.615 -0.115 0.879
H 1.01970 1.03784 3.14302 -0.556 0.559 0.348
H 2.56246 -0.30165 -1.62836 -0.508 0.384 -0.091
H 1.52001 -1.43511 3.10088 0.458 -0.301 0.173
H 2.49016 -2.64310 -0.92584 0.616 0.094 0.127
H 2.71132 -3.02942 1.55695 -0.272 -0.164 -0.305
H 3.60688 3.13349 -2.20795 -0.127 0.279 -0.118
H 2.05861 2.66206 -2.89799 0.148 -0.433 -0.190
```
Positions in Å, forces in eV/Å.

Calculated values
HOMO (eV): -7.4218
LUMO energy (eV): 0.871
SMILES: CCc1c[nH]c2ccccc12.Cc1c[nH]c2ccccc12
E (eV): -23006.12381
ΔE to the lowest compared entry with this formula, charge and spin (kcal/mol): 46.9
Total charge: 0
Orbital gap (eV): 8.3

# C19H20N2O2

2 unconnected molecules or ions with the total composition C19H20N2O2 (ωB97M-V with the def2-TZVPD basis set, the OMol25 dataset).

```
43
Properties=species:S:1:pos:R:3:forces:R:3
C -6.20045 -0.13984 0.83592 0.126 -0.099 2.810
H -6.29077 -1.22725 0.75180 -0.036 0.228 0.250
O -4.84047 0.25431 1.28862 -4.927 -0.358 -0.227
C -3.82401 -0.37516 0.70281 -2.629 -1.760 -3.096
C -3.83958 -1.32083 -0.55911 1.031 8.564 10.813
C -2.71341 -1.68338 -0.86340 6.379 -0.270 2.899
C -1.54493 -1.40516 -0.13884 3.415 -1.027 -7.254
C -1.49889 -0.45349 0.70913 0.586 3.970 6.739
C -2.72275 0.01300 1.24801 4.822 0.851 2.308
H -2.65547 0.56468 2.21380 -0.554 -0.073 -1.158
H -0.60829 -0.00889 1.33524 -1.141 -1.322 -1.979
C -0.24322 -1.59273 -1.01446 0.454 -5.158 7.382
N 0.43011 -0.78767 -1.84524 1.040 8.067 -1.678
C 0.94586 0.59304 -1.02736 -0.890 -4.450 -3.010
C 0.34462 1.73604 -1.32623 2.996 2.887 5.715
C 0.79463 2.81320 -0.35082 2.141 -2.643 -3.064
N 1.91068 2.57356 0.40036 -7.373 10.878 -1.154
C 2.46268 1.49377 0.53745 5.425 -0.212 1.594
C 3.72775 1.56456 1.24262 -0.453 -3.566 1.946
C 4.30264 0.34554 1.52244 1.031 -0.624 -2.756
C 3.92722 -0.83626 0.54673 -0.814 6.534 4.557
C 2.75172 -0.68771 -0.02351 0.271 -4.267 -2.915
C 2.08899 0.50468 -0.20260 -2.952 -5.135 -2.019
H 2.53829 -1.56487 -0.63556 -0.654 0.414 -0.294
O 4.79546 -1.73936 0.54008 4.115 -3.956 0.411
C 4.60309 -3.04499 0.02599 -2.803 0.522 -0.413
H 4.57243 -3.05732 -1.04272 0.625 0.176 -0.885
H 3.57593 -3.32271 0.25795 -0.227 -0.278 0.357
H 5.21495 -3.82100 0.41394 1.115 0.105 0.598
H 5.23112 0.17707 2.11607 -0.875 0.340 -0.385
H 3.91793 2.44929 1.80981 0.244 0.493 0.041
C 0.18719 4.16506 -0.72678 1.300 -1.326 9.991
H -0.80151 4.17099 -0.30137 -0.883 -0.034 -0.506
H 0.25519 4.41503 -1.65132 0.553 1.640 -5.839
H 0.69101 4.83064 0.05453 -0.314 -0.045 -1.676
H -0.47378 2.09013 -1.78886 -2.791 -0.078 -2.358
H -0.26640 -0.30880 -2.58041 1.851 -1.479 1.821
H 0.57282 -1.90567 0.14378 -1.762 0.727 -3.683
H -0.28252 -2.51800 -1.54255 -0.494 -1.266 -0.086
H -2.77715 -2.08609 -1.70690 1.213 -4.476 -7.110
H -4.69985 -1.49666 -0.74618 -10.309 -2.599 -3.951
H -6.47408 0.31325 -0.03318 0.224 1.018 -3.286
H -7.08474 0.31601 1.41033 1.924 -0.914 0.551
```
Positions in Å, forces in eV/Å.

Calculated values
HOMO (eV): -7.6947
LUMO energy (eV): 0.740
E (eV): -27090.26990
ΔE to the lowest compared entry with this formula, charge and spin (kcal/mol): 327.0
Total charge: 0
Orbital gap (eV): 8.4

# C19H20N2O2S

A single C19H20N2O2S molecule (ωB97M-V with the def2-TZVPD basis set, the OMol25 dataset).

```
44
Properties=species:S:1:pos:R:3:forces:R:3
C -4.56272 -1.03380 1.06124 -0.034 0.233 0.068
C -4.40217 0.46916 0.86136 0.106 -0.073 -0.195
C -3.31330 0.82222 -0.15133 -0.091 -0.015 0.344
C -1.91022 0.46637 0.34217 -0.770 -0.144 0.033
N -0.92106 0.89410 -0.63042 0.046 -0.679 -1.017
C 0.18307 1.65975 -0.22602 0.632 0.810 0.260
C 0.70833 2.58811 -1.12047 -0.046 0.085 0.149
C 1.80442 3.34964 -0.76494 -0.007 0.015 -0.057
C 2.38422 3.20674 0.48539 0.090 -0.007 0.053
C 1.86377 2.28657 1.37818 0.055 0.022 0.085
C 0.77391 1.51134 1.02696 -0.259 -0.070 -0.074
H 0.39797 0.77574 1.72409 -0.055 -0.060 0.035
H 2.31509 2.15958 2.35198 0.022 -0.003 0.068
H 3.23826 3.80667 0.76337 0.062 0.065 0.018
H 2.20681 4.06489 -1.46684 0.020 0.067 -0.073
H 0.25897 2.67981 -2.09446 -0.049 0.066 -0.084
S -0.63667 -0.20814 -1.86764 -0.050 -0.125 -0.045
O -1.88741 -0.84157 -2.17265 0.028 -0.129 0.373
O 0.05669 0.42947 -2.93703 0.195 0.015 0.239
C 0.37715 -1.43375 -1.02827 -0.593 0.282 -0.298
C -0.22848 -2.58344 -0.60459 -0.124 0.099 -0.176
C 0.47984 -3.52164 0.16262 0.254 -0.071 0.127
C 1.78389 -3.28536 0.50300 -0.174 -0.088 -0.018
C 2.43355 -2.10816 0.08059 -0.256 0.335 -0.261
C 3.77335 -1.80418 0.40344 0.115 0.248 -0.088
C 4.32373 -0.63769 -0.05160 -0.024 -0.355 0.193
C 3.52919 0.22045 -0.83483 -0.042 0.031 -0.038
N 2.28795 -0.02125 -1.14307 0.224 0.255 -0.352
C 1.72006 -1.15623 -0.70527 0.544 -0.554 0.408
H 3.93395 1.14603 -1.22105 0.128 0.096 -0.009
H 5.34485 -0.37216 0.17393 0.085 0.015 0.019
H 4.34264 -2.50039 1.00417 0.057 -0.034 0.038
H 2.33696 -3.99689 1.09984 0.030 -0.082 0.055
H -0.01485 -4.42614 0.48247 -0.024 -0.070 0.026
H -1.25522 -2.75798 -0.88722 -0.099 -0.055 0.009
H -1.82795 -0.61349 0.50518 -0.008 0.057 0.208
H -1.72297 0.98091 1.28731 0.097 -0.082 -0.103
H -3.33674 1.89483 -0.35393 0.042 0.023 -0.052
H -3.49187 0.29603 -1.08821 -0.059 0.107 0.017
H -4.18128 0.94523 1.82030 -0.074 0.083 0.036
H -5.34810 0.87814 0.50070 -0.005 0.069 0.076
H -5.43537 -1.24279 1.67639 -0.040 -0.114 0.054
H -3.69267 -1.45988 1.55444 0.076 -0.138 0.052
H -4.68959 -1.52682 0.10071 -0.024 -0.132 -0.104
```
Positions in Å, forces in eV/Å.

Calculated values
HOMO (eV): -8.4592
LUMO energy (eV): -0.210
SMILES: CCCCN(c1ccccc1)S(=O)(=O)c1cccc2cccnc12
E (eV): -37937.73144
ΔE to the lowest compared entry with this formula, charge and spin (kcal/mol): 41.0
Total charge: 0
Orbital gap (eV): 8.2

| no. | F_max (Eh/bohr) |
| --- | --- |
| 1 | 0.0295 |
| 2 | 0.0147 |
| 3 | 0.0586 |
| 4 | 0.2690 |
| 5 | 0.0238 |